(1)
Molecular formula: C4H9NO
Method: DFT, the ωB97M-V functional and the def2-TZVPD basis

Output
- SMILES = C=CO.C=NC
- largest force on an atom (eV/Å) = 2.2
- HOMO-LUMO gap (Ha) = 0.3666
- energy above the lowest of the compared OMol25 structures with the same formula, charge and spin (eV) = 4.0609
- E_LUMO (eV) = 1.065

Geometry as XYZ:
```
15
Properties=species:S:1:pos:R:3:forces:R:3
C 0.1938 -1.4575 2.1410 0.8549 -0.6796 0.1548
C 0.0728 -1.8602 0.8845 -1.1838 1.1705 0.3570
O -0.3982 -1.0208 -0.0476 1.4385 -0.5330 -1.5463
H 0.6443 -2.1117 2.8727 -0.0363 -0.0200 0.0531
H 0.0448 -0.4231 2.3975 -0.4043 0.0748 0.1096
H 0.3745 -2.7937 0.4402 0.0042 -0.3992 0.3339
H -1.0121 -0.4321 -0.4884 -0.7816 -0.0721 0.9614
C 0.0430 0.5204 -2.1233 0.0892 -0.8575 0.7200
N -0.6873 1.2813 -1.4314 -0.2039 0.0435 -0.1678
C -0.0859 1.9408 -0.2972 0.1542 0.1149 1.1436
H -0.4294 -0.2842 -2.6845 -0.0572 0.5826 -0.8295
H 1.1118 0.3687 -1.9415 0.0838 0.3251 -0.0534
H -0.7374 1.8028 0.5686 -0.4571 0.1388 -0.1960
H 0.8142 1.4511 0.0835 0.4804 0.1381 -0.5948
H 0.0511 3.0183 -0.3740 0.0189 -0.0269 -0.4455
```
Forces are in eV/Å.

Atom charges from the Löwdin analysis, given in e for atoms 1 to 6:
1 C 0.01
2 C -0.28
3 O -0.07
4 H 0.05
5 H 0.05
6 H 0.11

(2)
Molecular formula: C4H9NO
Method: DFT, the ωB97M-V functional and the def2-TZVPD basis

Output
- SMILES = CC/N=C\OC
- largest force on an atom (eV/Å) = 0.5
- HOMO-LUMO gap (Ha) = 0.3478
- energy above the lowest of the compared OMol25 structures with the same formula, charge and spin (eV) = 2.5044
- E_LUMO (eV) = 0.950

Geometry as XYZ:
```
15
Properties=species:S:1:pos:R:3:forces:R:3
C 2.4171 0.6468 0.5521 -0.0334 -0.0375 0.0303
C 1.1779 0.2708 -0.2780 0.0801 0.0227 -0.1707
N 0.0865 -0.2358 0.4766 -0.3353 -0.2501 0.2411
C -0.8656 -0.8451 0.9633 0.3983 0.1315 0.0209
O -2.1419 -0.9999 0.4819 -0.0344 -0.0041 0.1024
C -2.5259 -0.2353 -0.6429 -0.0279 0.1616 -0.1913
H 2.7906 -0.2310 1.0924 -0.0450 0.1752 -0.1180
H 3.2107 1.0274 -0.1079 -0.1985 -0.1608 0.1342
H 2.2026 1.4286 1.2910 -0.1086 -0.1659 -0.1855
H 1.4518 -0.5326 -0.9746 0.0420 0.1515 0.0522
H 0.8995 1.1266 -0.9154 -0.1241 -0.1436 0.2200
H -0.8732 -1.3841 1.9258 0.1811 0.1172 -0.1552
H -3.6071 -0.3712 -0.7405 0.2519 0.0557 -0.0486
H -2.0276 -0.5672 -1.5614 -0.0254 0.0246 0.1544
H -2.2989 0.8226 -0.4742 -0.0207 -0.0781 -0.0862
```
Forces are in eV/Å.

Atom charges from the Löwdin analysis, given in e for atoms 1 to 6:
1 C -0.11
2 C -0.29
3 N 0.07
4 C -0.26
5 O -0.13
6 C -0.10